A structure of composition C12H30F2N3O8S2Sn in a non-equilibrium geometry. Source: OMol25; level of theory: ωB97M-V/def2-TZVPD.

Positions of all 58 atoms, in Å:
Sn 1.2298 0.2308 -0.5860
N -0.2056 2.0412 -2.4281
S -1.5660 2.3730 -2.9658
O -1.7208 2.5591 -4.4165
O -2.3930 3.1399 -2.0855
F -2.2281 0.9372 -2.7398
S 0.4208 3.5474 -3.0019
O -0.1339 4.7419 -2.4844
O 0.9650 3.6865 -4.3268
F 1.7237 3.4965 -2.1123
C -1.7274 1.6666 1.1147
O -0.3147 1.8082 1.2938
C 0.2425 2.8861 2.0458
C 1.5866 2.5725 2.7571
N 2.5044 1.9040 1.9092
C 3.6278 2.6070 1.2940
C 4.7260 1.6098 0.7514
O 4.1313 0.5062 -0.0314
C 5.0489 -0.4367 -0.4500
H -2.1588 1.6197 2.1146
H -1.7869 0.6989 0.6166
H -2.1889 2.4205 0.4768
H -0.4100 3.1903 2.8643
H 0.3190 3.7602 1.3991
H 1.2610 1.9247 3.5710
H 2.1951 3.3625 3.1973
H 2.9518 1.3342 2.6129
H 3.8991 3.3439 2.0499
H 3.1680 3.2124 0.5129
H 5.3628 1.1686 1.5182
H 5.3128 2.2938 0.1383
H 4.5277 -0.8027 -1.3346
H 5.3417 -1.2836 0.1706
H 6.0072 -0.0758 -0.8234
C -4.3588 -3.8426 2.0743
O -3.1963 -3.5656 1.1745
C -2.8457 -2.2097 1.3508
C -1.2725 -2.1546 1.6732
N -0.4359 -2.2129 0.4704
C -0.7114 -3.4243 -0.3849
C -1.6362 -3.2007 -1.6331
O -0.7710 -2.5480 -2.6201
C -1.5689 -2.2362 -3.7725
H -4.7471 -4.8599 2.0264
H -5.2103 -3.1635 2.0307
H -4.1766 -3.7342 3.1435
H -3.2549 -1.7090 2.2283
H -3.1747 -1.6947 0.4483
H -1.0462 -2.9908 2.3347
H -1.1456 -1.2428 2.2568
H 0.5604 -2.2445 0.6331
H -1.2204 -4.1821 0.2107
H 0.2998 -3.7474 -0.6322
H -2.5131 -2.6051 -1.3791
H -1.9957 -4.1873 -1.9254
H -1.0796 -1.5131 -4.4251
H -2.4656 -1.6993 -3.4633
H -1.7527 -3.0765 -4.4420

**M**: 565.23 g/mol
**2S+1**: 2
**ΔE to the lowest compared entry with this formula, charge and spin**: 147.7 kJ/mol
**Electronic energy**: -2451.5032 Eh
**Frontier orbital gap (spin up / spin down)**: 0.2070 / 0.3076 hartree